Entry 1:
Computed, not measured: 5 unconnected molecules or ions with the total composition C18H30O13S in a non-equilibrium geometry, with the ωB97M-V functional and the def2-TZVPD basis.

Cartesian coordinates (Å):
C (-1.3550, -3.3725, -0.2608)
C (-2.7977, -3.6514, 0.1270)
C (-3.7646, -2.4769, -0.1707)
O (-4.7061, -2.9950, -1.0866)
C (-4.3838, -4.2832, -1.4054)
O (-4.9895, -4.9194, -2.1979)
O (-3.3194, -4.6897, -0.7042)
H (-1.3000, -2.7556, -1.1556)
H (-0.9010, -4.3452, -0.4672)
H (-0.7867, -2.9444, 0.5617)
H (-2.8610, -3.8991, 1.1852)
H (-3.2369, -1.6183, -0.5983)
H (-4.2045, -2.0438, 0.7325)
C (0.8238, 0.7210, -0.1657)
C (1.0393, 0.5241, 1.3030)
C (-0.2254, 0.0847, 2.0684)
O (0.0165, -1.2910, 2.4011)
C (1.3095, -1.6092, 2.1427)
O (1.7995, -2.6550, 2.4084)
O (1.9258, -0.6091, 1.4879)
H (0.2844, 1.6658, -0.2753)
H (0.2374, -0.0982, -0.5721)
H (1.7885, 0.8417, -0.6560)
H (1.4751, 1.3757, 1.8204)
H (-1.1435, 0.1872, 1.4946)
H (-0.3067, 0.6282, 3.0099)
C (8.4644, 1.2405, -2.7516)
C (7.2329, 1.4307, -3.6053)
C (6.8059, 0.2001, -4.4086)
O (5.6877, -0.3036, -3.6684)
C (5.2717, 0.6082, -2.7698)
O (4.2953, 0.5211, -2.1086)
O (6.0760, 1.7029, -2.7937)
H (8.7308, 2.1567, -2.2283)
H (9.3112, 1.0203, -3.4089)
H (8.3401, 0.4199, -2.0453)
H (7.3567, 2.3025, -4.2487)
H (7.5775, -0.5667, -4.4196)
H (6.4749, 0.4325, -5.4183)
C (-5.8800, 3.1905, -2.5720)
C (-5.7455, 2.1244, -1.5154)
C (-5.3153, 0.7320, -2.0395)
O (-3.9712, 0.5975, -1.5779)
C (-3.6587, 1.6226, -0.7543)
O (-2.5959, 1.7442, -0.2269)
O (-4.6929, 2.4651, -0.6066)
H (-5.0360, 3.2853, -3.2551)
H (-5.9646, 4.1655, -2.0815)
H (-6.8163, 3.0636, -3.1176)
H (-6.6964, 2.0219, -0.9933)
H (-5.3414, 0.7450, -3.1262)
H (-5.8936, -0.0767, -1.6006)
C (1.7628, 0.2217, 5.1620)
S (0.7617, 0.5606, 6.6102)
O (1.2230, 1.8569, 7.1726)
C (-0.7624, 0.9724, 5.7608)
H (2.7789, -0.0372, 5.4585)
H (1.8490, 1.1228, 4.5522)
H (1.3188, -0.6321, 4.6482)
H (-1.1424, 0.2585, 5.0329)
H (-0.7280, 1.9841, 5.3486)
H (-1.4965, 1.0749, 6.5686)

Summary:
LUMO energy in eV: 0.379
Relative energy (zero: lowest compared OMol25 entry of this formula, charge and spin) in kcal/mol: 0.00
Molecular weight in g mol⁻¹: 486.49
DFT total energy in eV: -56605.4362


Entry 2:
Computed, not measured: a molecular structure, C16H45GaI2OP2Si4Te in a non-equilibrium geometry, with the ωB97M-V functional and the def2-TZVPD basis.

Cartesian coordinates (Å):
I (-6.0555, -4.0521, -2.5893)
I (-3.1986, -6.2717, 0.8620)
Ga (-1.8765, -2.8578, 0.0661)
P (-0.6751, -3.2713, -2.1514)
C (-1.3539, -4.6078, -3.1006)
C (-0.3884, -1.9349, -3.3814)
H (0.3364, -2.2091, -4.1744)
H (1.6333, -3.9920, -2.7470)
H (-0.0336, -1.0457, -2.8300)
H (1.5490, -2.9595, -1.2035)
H (-2.2762, -4.2129, -3.5031)
H (-1.3529, -1.7089, -3.8568)
C (1.0785, -3.8029, -1.7851)
H (-0.7049, -4.9539, -3.8945)
H (1.0778, -4.7361, -1.1604)
H (-1.5737, -5.4150, -2.4231)
P (-3.4678, -1.3401, 1.3763)
C (-5.0856, -2.0250, 1.6184)
C (-2.7923, -1.1224, 3.1066)
H (-2.8020, 0.8660, 0.6585)
H (-4.2976, 0.9976, 1.6795)
H (-4.4070, 0.3973, -0.0031)
C (-3.7784, 0.4078, 0.8976)
H (-1.7694, -0.6620, 2.9900)
H (-3.4737, -0.4536, 3.7048)
H (-5.6663, -1.5206, 2.3797)
H (-4.9691, -3.0651, 1.8709)
H (-2.7006, -2.1199, 3.6149)
H (-5.5622, -1.9394, 0.6524)
C (-3.3879, -3.6923, -0.6610)
O (-4.4483, -4.0370, -1.3004)
C (3.0664, -0.0119, -2.3969)
Si (2.1416, 1.5055, -1.7941)
C (3.3451, 2.9475, -1.6889)
C (0.7775, 1.9439, -3.0241)
Si (1.2328, 1.0460, 0.4065)
Te (0.2131, -1.3561, 0.8991)
Si (3.0012, 0.8517, 1.9155)
C (4.0852, 2.3714, 1.9432)
C (2.2165, 0.5696, 3.5690)
C (3.9628, -0.6339, 1.3656)
Si (-0.0551, 3.0201, 0.9829)
C (1.0981, 4.4954, 1.1604)
C (-1.3421, 3.4145, -0.3426)
C (-0.9163, 2.7264, 2.6250)
H (3.4748, 0.0753, -3.4208)
H (2.3632, -0.8563, -2.3764)
H (3.9007, -0.2358, -1.7201)
H (3.7369, 3.2164, -2.6886)
H (2.8475, 3.8331, -1.2678)
H (4.2046, 2.6884, -1.0572)
H (-0.0974, 1.3015, -2.8285)
H (0.4814, 2.9937, -2.8651)
H (1.0525, 1.8301, -4.0939)
H (3.5233, 3.2620, 2.2560)
H (4.8769, 2.1630, 2.6832)
H (4.5458, 2.5566, 0.9633)
H (1.5245, -0.2813, 3.5511)
H (3.0459, 0.3679, 4.2677)
H (1.6820, 1.4783, 3.8737)
H (3.3253, -1.5228, 1.2798)
H (4.4356, -0.4192, 0.3984)
H (4.7357, -0.7950, 2.1361)
H (1.6744, 4.6456, 0.2361)
H (0.5337, 5.4248, 1.3674)
H (1.7962, 4.3430, 1.9936)
H (-1.7748, 2.4694, -0.7110)
H (-2.1783, 4.0664, -0.0120)
H (-0.8395, 3.9185, -1.1842)
H (-1.5280, 1.8194, 2.5185)
H (-0.1727, 2.5553, 3.4138)
H (-1.5744, 3.5520, 2.9540)

Summary:
Net charge: +2
LUMO energy (alpha / beta) in eV: -9.450 / -9.451
Relative energy (zero: lowest compared OMol25 entry of this formula, charge and spin) in kcal/mol: 84.53
Molecular weight in g mol⁻¹: 878.96
DFT total energy in eV: -145311.2253


Entry 3:
Computed, not measured: a molecular structure, C7H10N2O in a non-equilibrium geometry, with the ωB97M-V functional and the def2-TZVPD basis.

Cartesian coordinates (Å):
C (-1.8694, 0.3960, 0.5868)
C (1.2015, 1.2818, 1.4216)
C (-0.6068, 0.5718, 0.0382)
C (0.4151, -0.5196, 0.1530)
C (-0.6868, 1.3321, -1.2730)
C (-0.1797, -1.6451, 0.9125)
C (0.9085, -0.9574, -1.2773)
N (-2.7476, 0.1814, 1.3018)
N (0.0928, 1.8672, 1.1977)
O (1.5757, 0.1285, 0.8423)
H (1.7505, 1.8905, 2.2126)
H (-0.9882, 0.6656, -2.1026)
H (0.2531, 1.9056, -1.4535)
H (-1.4549, 1.9944, -1.1057)
H (-1.2262, -1.8225, 0.9596)
H (0.2488, -1.5996, 1.9579)
H (0.3429, -2.4895, 0.3907)
H (1.3968, -0.1348, -1.7648)
H (0.0520, -1.1628, -1.8239)
H (1.5219, -1.8836, -1.1740)

Summary:
LUMO energy in eV: 0.569
Relative energy (zero: lowest compared OMol25 entry of this formula, charge and spin) in kcal/mol: 78.77
Molecular weight in g mol⁻¹: 138.17
DFT total energy in eV: -12446.0326


Entry 4:
Computed, not measured: 2 unconnected molecules or ions with the total composition C14H30N2O5S in a non-equilibrium geometry, with the ωB97M-V functional and the def2-TZVPD basis.

Cartesian coordinates (Å):
C (-1.8399, -2.6066, -0.6689)
C (-0.2595, -2.1697, -0.7994)
O (0.6827, -2.9476, -0.2266)
N (0.2363, -0.8956, -1.5097)
C (-0.8179, 0.1487, -1.1579)
C (-0.2800, 1.7071, -1.3027)
C (-1.2775, 2.6528, -0.3494)
C (-2.8087, 2.2455, -0.7692)
N (-3.8330, 3.3480, -0.6175)
C (-4.7595, 3.1147, 0.5551)
O (-4.4527, 3.7576, 1.7157)
O (-5.9301, 2.2258, 0.5907)
C (-6.2541, 1.6650, -0.7293)
S (-7.3820, 0.1624, -0.3806)
O (-7.7228, 0.1929, 1.1589)
O (-6.5716, -1.1726, -0.5971)
H (-2.4278, -1.9228, 0.1114)
H (-1.9702, -3.7130, -0.2750)
H (-2.4471, -2.5218, -1.6760)
H (0.1185, -1.0267, -2.5563)
H (-1.0793, -0.0009, -0.0205)
H (-1.7404, -0.0806, -1.8803)
H (-0.5134, 2.0166, -2.4291)
H (0.8542, 1.8451, -1.0501)
H (-1.1249, 2.2640, 0.7689)
H (-1.0261, 3.7927, -0.4351)
H (-2.7836, 1.9716, -1.9297)
H (-3.1287, 1.3397, -0.0916)
H (-3.3707, 4.2781, -0.4082)
H (-6.8760, 2.3647, -1.4306)
H (-5.3456, 1.2302, -1.3247)
H (-8.5652, 0.1920, -1.1356)
C (3.5768, 0.8258, 0.2307)
C (3.3355, -0.6589, 0.4592)
C (3.8442, -1.1539, 1.8153)
C (5.3572, -1.0285, 2.0330)
C (6.2299, -1.7453, 1.0005)
C (6.0262, -3.2520, 0.9803)
H (4.6438, 1.0635, 0.2188)
H (3.1581, 1.1306, -0.7339)
H (3.0972, 1.4238, 1.0118)
H (3.7872, -1.2343, -0.3550)
H (2.2550, -0.8464, 0.4053)
H (3.5436, -2.1999, 1.9414)
H (3.3342, -0.5962, 2.6110)
H (5.5945, -1.4201, 3.0311)
H (5.6359, 0.0312, 2.0536)
H (7.2826, -1.5403, 1.2347)
H (6.0534, -1.3371, -0.0009)
H (6.2360, -3.6877, 1.9629)
H (6.7015, -3.7139, 0.2545)
H (5.0036, -3.5177, 0.6960)

Summary:
LUMO energy in eV: -0.331
SMILES string: CC(=O)NCCCCNC(=O)OC[SH](=O)=O.CCCCCC
Molecular weight in g mol⁻¹: 338.47
DFT total energy in eV: -39048.8658